The following is a quantum chemistry calculation of C13H33F6N4O3P2RuSTe as an isolated structure, from the Open Molecules 2025 dataset.

```
64
Properties=species:S:1:pos:R:3
Ru 0.1464 -0.3803 0.4071
N -2.0927 -0.2169 1.4270
C -2.7014 -1.4944 1.0551
C -2.4610 -1.7830 -0.4361
C -2.0078 -3.2176 -0.7236
C -0.6290 -3.5449 -0.1454
N 0.3677 -2.5565 -0.5603
H -2.1814 -0.0538 2.4300
H -2.5195 0.5557 0.9135
H -3.7763 -1.4903 1.2664
H -2.2333 -2.2587 1.6838
H -1.6857 -1.0753 -0.8036
H -3.3645 -1.5762 -1.0098
H -1.9827 -3.3565 -1.8056
H -2.7350 -3.9244 -0.3196
H -0.3371 -4.5509 -0.4737
H -0.6588 -3.5579 0.9496
H 0.3201 -2.3909 -1.5696
H 1.3149 -2.8722 -0.3463
C 2.5773 -3.3698 3.8692
N 3.0685 -2.0895 3.4435
C 4.4689 -1.7204 3.6196
C 4.5251 -0.2710 3.1094
N 3.1275 0.0076 2.8116
C 2.3710 -1.0695 2.9787
S 0.6626 -1.0976 2.7771
H 3.2585 -4.1524 3.5324
H 1.5844 -3.5470 3.4586
H 2.5140 -3.4129 4.9599
H 5.1048 -2.3986 3.0469
H 4.7362 -1.8047 4.6763
H 5.1349 -0.1622 2.2094
H 4.8851 0.4263 3.8694
H 2.8551 0.8206 2.2838
C 2.0907 4.4887 -2.5438
C 0.6810 4.1878 -3.0069
O 0.2041 2.9320 -2.5011
P -0.7734 2.7934 -1.2781
O -0.8214 1.4205 -0.7341
Te -0.0910 4.4767 0.4187
O -2.2507 3.0949 -1.7301
C -2.7738 4.3048 -2.2934
C -4.2778 4.1378 -2.3863
H 2.4334 5.4145 -2.9956
H 2.7592 3.6835 -2.8286
H 2.1413 4.5886 -1.4529
H 0.6687 4.0807 -4.0936
H -0.0024 4.9966 -2.7190
H -2.3472 4.4558 -3.2887
H -2.5081 5.1519 -1.6434
H -4.5162 3.2848 -3.0156
H -4.7178 5.0280 -2.8238
H -4.7033 3.9717 -1.4016
F 1.9149 1.2901 0.2402
P 2.9315 0.4226 -0.8579
F 1.5313 -0.0450 -1.6121
F 3.0230 1.7103 -1.7418
F 3.7889 -0.4954 -1.7849
F 2.6399 -0.8907 0.1787
F 4.1387 0.8365 0.0895
C 0.1152 2.9577 1.9431
H 1.1631 2.9156 2.2247
H -0.4815 3.2312 2.8109
H -0.2112 2.0009 1.5214
```

Computed properties:
**Highest occupied orbital energy (spin up / spin down)**: -13.55 / -13.55 eV
**Strongest force on any atom**: 2.736 eV/Å
**Net charge**: +2
**Frontier orbital gap (spin up / spin down)**: 0.3137 / 0.1694 Ha
**Spin multiplicity**: 6
**⟨S²⟩**: 8.759
**E_LUMO (spin up / spin down)**: -5.012 / -8.937 eV